Computed, not measured: a molecular structure, C57H76BrClFI3NO2PS, with ωB97M-V/def2-TZVPD.

Cartesian coordinates (Å):
1 C -5.75 -0.79 -2.94
2 C -4.64 -0.54 -1.89
3 C -3.69 0.57 -2.33
4 Br -2.61 -0.18 -3.75
5 C -2.85 1.29 -1.21
6 I -4.46 2.39 -0.17
7 O -1.92 2.06 -1.83
8 C -0.94 3.02 -1.32
9 O -1.04 3.27 0.03
10 C -1.74 4.35 0.66
11 C -2.02 4.10 2.15
12 C -3.35 4.78 2.54
13 C -0.90 4.64 3.07
14 C 0.49 4.14 2.71
15 C -0.89 6.17 3.16
16 C 0.48 2.32 -1.58
17 Cl 0.34 0.58 -2.02
18 C 1.53 2.45 -0.48
19 C 2.87 3.05 -0.94
20 C -1.00 4.27 -2.31
21 N -2.13 5.17 -2.09
22 C 0.25 5.16 -2.21
23 C 0.81 5.64 -0.86
24 C 0.28 6.97 -0.37
25 F 0.52 7.94 -1.33
26 C -1.16 3.70 -3.80
27 I -3.25 3.66 -4.37
28 C -0.37 4.45 -4.90
29 C -0.91 4.44 -6.32
30 I 1.59 3.49 -5.07
31 P -2.21 -0.05 -0.03
32 S -0.84 0.23 1.30
33 H -5.73 -0.04 -3.72
34 H -6.73 -0.73 -2.47
35 H -5.66 -1.77 -3.38
36 H -4.09 -1.47 -1.78
37 H -5.12 -0.28 -0.95
38 H -4.29 1.35 -2.79
39 H -1.14 5.26 0.62
40 H -2.67 4.58 0.17
41 H -2.14 3.04 2.31
42 H -4.17 4.06 2.53
43 H -3.31 5.18 3.55
44 H -3.62 5.59 1.87
45 H -1.13 4.26 4.07
46 H 0.84 4.64 1.80
47 H 1.19 4.43 3.49
48 H 0.54 3.07 2.58
49 H 0.12 6.55 3.28
50 H -1.30 6.64 2.26
51 H -1.50 6.54 3.98
52 H 0.88 2.72 -2.50
53 H 1.16 2.99 0.38
54 H 1.74 1.45 -0.12
55 H 3.24 3.77 -0.20
56 H 2.78 3.60 -1.88
57 H 3.64 2.29 -1.04
58 H -2.93 4.71 -1.67
59 H -1.87 5.93 -1.48
60 H 0.02 6.07 -2.76
61 H 1.07 4.71 -2.75
62 H 0.75 4.90 -0.07
63 H 1.87 5.82 -1.02
64 H 0.80 7.26 0.54
65 H -0.79 6.97 -0.15
66 H -0.87 2.66 -3.84
67 H -0.20 5.49 -4.63
68 H -1.18 3.45 -6.65
69 H -0.12 4.79 -6.99
70 H -1.73 5.14 -6.42
71 H -1.86 -1.03 -0.97
72 H -3.38 -0.54 0.54
73 C 1.41 -4.78 1.53
74 C 2.25 -5.23 0.53
75 C 2.73 -4.35 -0.44
76 C 2.34 -3.02 -0.40
77 C 1.50 -2.56 0.60
78 C 1.04 -3.44 1.58
79 H 1.03 -5.47 2.27
80 H 2.53 -6.28 0.49
81 H 3.39 -4.71 -1.22
82 H 2.70 -2.34 -1.16
83 H 1.19 -1.53 0.63
84 H 0.37 -3.08 2.35
85 C -2.30 -4.50 -4.99
86 C -1.73 -3.74 -3.98
87 C -0.76 -4.29 -3.15
88 C -0.36 -5.61 -3.34
89 C -0.93 -6.37 -4.35
90 C -1.90 -5.82 -5.17
91 H -3.05 -4.07 -5.63
92 H -2.04 -2.71 -3.82
93 H -0.32 -3.70 -2.36
94 H 0.40 -6.04 -2.70
95 H -0.61 -7.39 -4.50
96 H -2.34 -6.41 -5.96
97 C -2.83 -6.85 -2.32
98 C -1.68 -6.09 -2.19
99 C -1.12 -5.89 -0.93
100 C -1.71 -6.46 0.19
101 C -2.86 -7.23 0.05
102 C -3.42 -7.42 -1.20
103 H -3.27 -7.01 -3.30
104 H -1.22 -5.64 -3.06
105 H -0.22 -5.29 -0.82
106 H -1.27 -6.31 1.17
107 H -3.31 -7.68 0.93
108 H -4.32 -8.02 -1.30
109 C -5.24 -9.40 5.78
110 C -4.39 -9.84 4.79
111 C -3.84 -8.94 3.89
112 C -4.15 -7.59 3.99
113 C -5.00 -7.14 4.98
114 C -5.55 -8.05 5.88
115 H -5.67 -10.10 6.48
116 H -4.14 -10.89 4.71
117 H -3.18 -9.29 3.11
118 H -3.72 -6.88 3.28
119 H -5.24 -6.09 5.06
120 H -6.22 -7.70 6.66
121 C 6.70 0.55 0.96
122 C 7.79 -0.21 1.37
123 C 7.66 -1.58 1.53
124 C 6.45 -2.20 1.26
125 C 5.36 -1.44 0.85
126 C 5.49 -0.07 0.69
127 H 6.80 1.62 0.83
128 H 8.74 0.27 1.58
129 H 8.51 -2.17 1.86
130 H 6.34 -3.27 1.38
131 H 4.41 -1.91 0.64
132 H 4.64 0.52 0.37
133 C 8.29 3.75 3.92
134 C 7.12 3.05 3.62
135 C 5.89 3.67 3.77
136 C 5.81 4.98 4.20
137 C 6.97 5.68 4.50
138 C 8.21 5.07 4.36
139 H 9.25 3.27 3.81
140 H 7.18 2.03 3.28
141 H 4.98 3.12 3.54
142 H 4.85 5.46 4.32
143 H 6.92 6.71 4.84
144 H 9.12 5.61 4.59

molar mass = 1385.3 g mol⁻¹
largest force on an atom = 17.0 eV Å⁻¹
HOMO level = -6.020 eV
LUMO = -0.244 eV
total energy = -7189.047930 Eh
Kohn-Sham gap = 5.8 eV


Computed, not measured: a molecular structure, C58H104N14O4Rb, with ωB97M-V/def2-TZVPD.

Cartesian coordinates (Å):
1 Rb 2.54 2.76 3.35
2 C 0.17 1.05 -0.35
3 C 1.54 0.68 0.06
4 C 1.99 -0.82 -0.29
5 O 3.11 -1.20 0.01
6 C 1.01 -1.61 -1.04
7 C -0.17 -1.10 -1.50
8 C -0.68 0.26 -1.10
9 O -1.90 0.72 -1.10
10 O -0.91 -1.98 -2.09
11 O 2.23 1.47 0.74
12 H -0.21 2.00 0.01
13 H 1.24 -2.67 -1.13
14 C 7.44 0.77 5.25
15 C 6.26 1.51 4.69
16 N 6.10 1.36 3.25
17 C 5.36 0.38 2.69
18 C 5.63 0.53 1.36
19 N 6.46 1.58 1.07
20 C 6.86 1.97 2.32
21 C 6.99 2.02 -0.22
22 H 8.32 1.11 4.70
23 H 7.33 -0.31 5.17
24 H 7.46 1.18 6.26
25 H 6.30 2.58 4.92
26 H 5.35 1.34 5.27
27 H 4.72 -0.23 3.31
28 H 5.22 0.01 0.51
29 H 7.46 2.84 2.56
30 H 7.88 2.63 -0.03
31 H 6.21 2.66 -0.65
32 H 7.28 1.17 -0.84
33 C -7.08 0.33 0.03
34 C -5.77 -0.30 0.37
35 N -5.51 -1.51 -0.27
36 C -6.43 -2.50 -0.54
37 C -5.75 -3.65 -0.95
38 N -4.41 -3.38 -1.06
39 C -4.30 -2.08 -0.64
40 C -3.34 -4.40 -1.33
41 H -7.29 0.41 -1.03
42 H -7.12 1.35 0.41
43 H -7.87 -0.18 0.59
44 H -5.84 -0.50 1.44
45 H -5.00 0.44 0.14
46 H -7.47 -2.28 -0.35
47 H -6.07 -4.65 -1.22
48 H -3.34 -1.63 -0.43
49 H -3.69 -5.43 -1.31
50 H -2.46 -4.34 -0.68
51 H -2.90 -4.21 -2.31
52 C -0.91 -4.70 1.87
53 C -0.01 -4.94 0.70
54 N 1.31 -5.20 1.17
55 C 1.76 -6.47 1.51
56 C 3.03 -6.22 2.00
57 N 3.37 -4.88 1.88
58 C 2.22 -4.22 1.40
59 C 4.60 -4.13 2.27
60 H -0.81 -3.69 2.26
61 H -0.84 -5.32 2.76
62 H -1.95 -4.84 1.58
63 H -0.06 -4.00 0.16
64 H -0.38 -5.78 0.11
65 H 1.14 -7.35 1.55
66 H 3.66 -6.94 2.49
67 H 2.09 -3.18 1.16
68 H 5.41 -4.13 1.54
69 H 4.90 -4.52 3.24
70 H 4.35 -3.07 2.38
71 C -6.98 0.32 -3.90
72 C -5.63 1.08 -4.01
73 N -4.58 0.32 -4.66
74 C -3.55 -0.23 -4.02
75 C -2.81 -1.03 -4.93
76 N -3.51 -0.96 -6.12
77 C -4.55 -0.12 -5.96
78 C -3.19 -1.64 -7.32
79 H -6.81 -0.58 -3.31
80 H -7.35 -0.03 -4.87
81 H -7.79 0.88 -3.44
82 H -5.30 1.38 -3.01
83 H -5.69 2.01 -4.56
84 H -3.31 -0.05 -2.98
85 H -1.95 -1.67 -4.79
86 H -5.27 0.09 -6.73
87 H -3.60 -1.19 -8.22
88 H -3.67 -2.62 -7.25
89 H -2.14 -1.90 -7.40
90 C 4.52 -6.78 -2.37
91 C 3.72 -5.74 -1.54
92 N 2.80 -4.92 -2.31
93 C 1.64 -5.32 -2.91
94 C 1.20 -4.29 -3.74
95 N 2.08 -3.28 -3.74
96 C 3.06 -3.65 -2.83
97 C 1.94 -1.99 -4.51
98 H 3.96 -7.49 -2.99
99 H 4.85 -7.59 -1.71
100 H 5.39 -6.42 -2.92
101 H 4.34 -5.14 -0.88
102 H 2.96 -6.20 -0.90
103 H 1.21 -6.26 -2.58
104 H 0.35 -4.27 -4.40
105 H 4.00 -3.15 -2.67
106 H 2.92 -1.66 -4.84
107 H 1.57 -1.29 -3.77
108 H 1.23 -2.01 -5.35
109 C -5.10 6.90 2.71
110 C -3.58 6.71 2.34
111 N -3.40 5.69 1.31
112 C -2.17 5.10 1.01
113 C -2.40 4.12 0.02
114 N -3.72 4.18 -0.35
115 C -4.32 5.13 0.46
116 C -4.42 3.28 -1.27
117 H -5.19 7.70 3.45
118 H -5.70 6.06 3.05
119 H -5.66 7.31 1.87
120 H -3.04 6.43 3.25
121 H -3.17 7.69 2.07
122 H -1.29 5.44 1.53
123 H -1.77 3.40 -0.49
124 H -5.36 5.42 0.41
125 H -4.36 3.81 -2.22
126 H -5.40 3.31 -0.78
127 H -3.91 2.31 -1.29
128 C -0.92 -1.00 8.54
129 C -1.84 -0.46 7.39
130 C -1.19 0.61 6.50
131 N -2.04 1.20 5.36
132 C -3.38 1.76 5.87
133 C -1.28 2.37 4.67
134 C -1.86 2.47 3.30
135 C -2.14 1.01 2.88
136 C -2.29 0.29 4.17
137 H 0.06 -1.30 8.18
138 H -1.43 -1.74 9.16
139 H -0.84 -0.18 9.26
140 H -2.79 -0.23 7.88
141 H -2.04 -1.31 6.73
142 H -0.17 0.37 6.20
143 H -1.12 1.53 7.09
144 H -3.98 0.88 6.09
145 H -3.80 2.46 5.15
146 H -3.18 2.19 6.85
147 H -1.44 3.36 5.09
148 H -0.25 2.00 4.69
149 H -2.83 2.96 3.28
150 H -1.28 3.10 2.63
151 H -2.98 0.87 2.19
152 H -1.31 0.62 2.29
153 H -3.26 -0.19 4.26
154 H -1.56 -0.53 4.14
155 C 5.16 -0.28 -3.29
156 C 4.10 0.79 -3.69
157 C 4.38 2.15 -2.97
158 N 3.38 3.33 -3.24
159 C 3.30 3.72 -4.72
160 C 3.92 4.57 -2.45
161 C 2.62 5.39 -2.14
162 C 1.55 4.30 -1.95
163 C 1.97 3.01 -2.67
164 H 6.11 0.25 -3.28
165 H 5.34 -1.05 -4.04
166 H 5.10 -0.68 -2.28
167 H 3.13 0.40 -3.39
168 H 4.14 0.96 -4.76
169 H 5.34 2.49 -3.36
170 H 4.31 1.98 -1.89
171 H 2.63 3.04 -5.25
172 H 4.31 3.57 -5.09
173 H 2.94 4.74 -4.77
174 H 4.76 5.04 -2.97
175 H 4.19 4.17 -1.47
176 H 2.50 6.06 -2.99
177 H 2.75 5.96 -1.22
178 H 0.61 4.68 -2.36
179 H 1.43 4.18 -0.87
180 H 1.29 2.80 -3.50
181 H 1.95 2.19 -1.94

⟨S²⟩ = 0.78
molar mass = 1147.0 g mol⁻¹
spin multiplicity = 2
largest force on an atom = 6.6 eV Å⁻¹
HOMO level (alpha / beta) = -14.459 / -16.436 eV
LUMO (alpha / beta) = -11.597 / -11.637 eV
total energy = -3361.653637 Eh
Kohn-Sham gap (alpha / beta) = 2.9 / 4.8 eV
total charge = +6